[1]
Computed, not measured: C4H11N2O as an isolated structure at a distorted geometry, with wB97M-V/def2-TZVPD.

Output
- Kohn-Sham gap (eV) = 4.9
- HOMO (eV) = -13.80
- total charge = +1
- ΔE to the lowest compared entry with this formula, charge and spin (eV) = 12.817
- LUMO level (eV) = -8.93

The geometry in XYZ format:
```
18
Properties=species:S:1:pos:R:3:forces:R:3
O 0.051412 -2.813753 -0.304017 1.06 4.36 -0.09
C 0.403164 -1.547514 -0.608884 -2.75 -4.82 -4.83
N 0.144090 -1.310684 -2.096066 1.57 -1.88 0.99
C -0.460539 -0.249475 -0.088128 -0.06 0.14 0.17
N 0.571910 0.872434 -0.039508 -2.01 -1.42 2.41
C -0.395128 1.546799 0.571126 3.33 2.25 0.66
C -0.811188 -0.879363 1.309122 -1.03 -0.43 0.33
H 0.991693 -1.042855 -2.593293 -0.04 0.85 -0.04
H 1.448610 -1.370850 -0.404586 0.92 0.87 0.85
H -1.327985 0.033036 -0.763024 0.55 -0.68 0.91
H 1.546727 4.229291 0.183076 0.39 -1.08 0.79
H -0.115625 -2.205122 -2.571799 -0.42 0.73 0.77
H 1.789276 3.625932 0.625939 -0.41 1.07 -0.78
H -0.426021 1.653564 1.721878 0.07 -0.26 -1.52
H -0.787550 2.415750 0.025657 -1.56 -0.72 -0.38
H -0.069630 -0.718848 2.058257 1.40 -0.05 0.09
H -0.963446 -1.998928 1.215033 -0.45 1.67 0.16
H -1.589776 -0.239421 1.759215 -0.58 -0.62 -0.50
```
Positions in Å, forces in eV/Å.

---

[2]
Computed, not measured: a 12-piece molecular cluster, H24O12 overall at a distorted geometry, with wB97M-V/def2-TZVPD.

Output
- structure (SMILES) = O.O.O.O.O.O.O.O.O.O.O.O
- Kohn-Sham gap (eV) = 10.4
- HOMO (eV) = -10.60
- ΔE to the lowest compared entry with this formula, charge and spin (eV) = 4.781
- LUMO level (eV) = -0.24

The geometry in XYZ format:
```
36
Properties=species:S:1:pos:R:3:forces:R:3
O -1.322577 3.809812 -1.686557 1.32 0.30 0.48
H -1.914780 3.665222 -2.426601 -0.70 -0.18 0.78
H -1.641354 3.700971 -0.774002 -0.59 -0.08 -1.42
O 1.319673 1.964131 -0.314489 1.46 3.52 -0.42
H 1.764199 2.690929 -0.859265 -0.93 -1.29 1.16
H 1.130386 1.341275 -0.975264 -0.49 -1.84 -1.28
O -4.443897 0.615314 -0.048621 4.21 2.12 -2.77
H -4.632247 0.764972 0.824528 -1.61 0.06 3.75
H -3.580136 1.235667 0.009937 -2.53 -2.23 -0.87
O -2.209787 2.424600 1.852341 1.54 -0.97 0.55
H -1.895852 3.005369 1.137536 0.26 -0.51 0.71
H -1.413556 1.897078 2.214905 -1.96 1.39 -1.32
O -2.206817 -1.967690 -3.217703 -1.77 -3.38 -2.40
H -1.624009 -2.152868 -2.548486 2.25 -0.37 2.46
H -2.348492 -1.081628 -3.287503 -0.42 3.76 -0.05
O -0.639927 -1.058840 1.587143 2.37 1.34 0.60
H 0.295807 -0.813618 1.224806 -2.32 -0.62 0.87
H -0.614498 -0.767152 2.542203 0.04 -0.62 -1.59
O 1.477437 -2.372946 -2.218146 0.71 3.92 1.11
H 2.414733 -2.152427 -2.337923 -0.60 -0.60 0.06
H 1.269619 -3.214625 -2.475824 -0.23 -3.31 -1.14
O 2.867764 -2.567579 2.524466 0.45 3.39 -1.73
H 2.717050 -2.850513 3.365252 -0.81 -3.58 3.74
H 2.834580 -1.669933 2.948761 0.41 0.21 -1.76
O 1.596780 1.542490 2.213773 0.86 -1.23 2.45
H 1.829604 1.970331 1.411619 -0.65 0.66 -1.25
H 0.686851 1.659841 2.462867 -0.20 0.42 -0.44
O 2.479535 -0.536887 0.324723 0.11 -0.07 -0.54
H 2.750107 0.366546 0.451721 -0.08 0.86 -0.69
H 2.499514 -0.784343 1.231739 -0.15 -1.16 1.08
O 4.210439 0.750271 -1.560345 -0.81 0.84 -2.04
H 4.465735 0.282906 -2.384262 0.09 0.23 1.33
H 4.640255 0.426038 -0.792042 0.80 -0.98 0.54
O -3.446181 -2.939463 0.375975 1.61 0.02 -0.87
H -4.240057 -2.455143 0.561137 -0.39 0.66 -0.13
H -2.852993 -2.370604 -0.186313 -1.26 -0.66 1.05
```
Positions in Å, forces in eV/Å.

---

[3]
Computed, not measured: one molecule with the formula C19H29FO3 at a distorted geometry, with wB97M-V/def2-TZVPD.

Output
- structure (SMILES) = CCCCCCCCCCC1=C(F)C(=O)C=C(COCC)C1=O
- Kohn-Sham gap (eV) = 8.0
- HOMO (eV) = -10.03
- LUMO level (eV) = -1.99

The geometry in XYZ format:
```
52
Properties=species:S:1:pos:R:3:forces:R:3
C 6.051746 -2.027841 1.085916 0.14 0.19 0.65
C 5.435788 -0.486057 1.277246 0.08 -1.28 -0.42
C 4.346933 -0.287221 0.064766 -0.13 0.46 0.61
C 4.074870 1.314806 -0.315511 -0.43 -1.68 0.07
C 2.464497 1.561120 -0.046171 0.20 0.44 -0.54
C 1.865940 2.933878 -0.714381 -0.33 0.23 -0.01
C 0.289308 2.784188 -1.214203 0.33 -0.97 0.59
C -0.642870 2.048171 -0.066721 -0.06 1.55 0.32
C -2.054377 2.921241 0.132915 0.27 -0.56 1.13
C -3.303126 2.321747 -0.757122 0.43 0.11 -0.54
C -3.951023 1.008713 -0.015233 -1.58 0.92 3.74
C -4.564050 1.185767 1.343317 1.02 -1.29 -2.23
F -4.680210 2.464958 2.080708 0.33 -4.05 -2.57
C -5.178890 -0.164262 2.112315 -3.82 0.41 3.87
O -6.149094 -0.065909 3.050493 6.29 -0.48 -5.90
C -4.599441 -1.648137 1.717368 1.51 0.91 -4.10
C -4.001844 -1.850060 0.340968 -1.72 1.25 4.31
C -3.473856 -3.351280 -0.053578 -0.58 -0.15 0.17
O -2.011719 -3.517753 -0.061471 -1.74 1.32 -1.19
C -1.351896 -2.629611 -1.032339 1.08 0.11 -0.17
C 0.097793 -3.347233 -1.429333 -0.11 0.70 0.96
C -3.991928 -0.524860 -0.633805 -0.21 -0.75 -4.81
O -4.037215 -0.696127 -1.961372 0.46 1.14 7.87
H 6.118150 -2.572615 2.143282 -0.18 1.03 -2.42
H 7.155125 -1.993196 0.640022 -2.50 -0.06 0.87
H 5.345666 -2.620189 0.349635 1.55 1.02 1.66
H 6.355942 0.236505 1.242241 -2.00 -1.08 -0.04
H 4.882880 -0.381453 2.325003 1.28 -0.17 -2.28
H 4.655657 -0.902868 -0.884923 -0.41 1.30 1.83
H 3.329349 -0.757486 0.446305 2.09 0.88 -0.79
H 4.780438 1.950133 0.372892 -1.53 -0.95 -1.53
H 4.358548 1.406874 -1.463020 -0.70 0.28 2.48
H 2.269165 1.620751 1.106828 0.41 -0.38 -2.15
H 1.892063 0.624433 -0.489000 1.13 1.93 0.91
H 2.497588 3.262493 -1.646079 -1.09 -0.67 1.80
H 1.942874 3.800205 0.093163 -0.22 -1.73 -1.74
H 0.255792 2.084974 -2.169925 0.12 1.81 1.72
H -0.164480 3.849445 -1.394415 0.98 -2.14 -0.01
H -0.840579 0.912806 -0.281057 0.27 2.23 0.35
H -0.074207 2.142390 0.954328 -1.08 -0.36 -1.91
H -2.267562 2.867409 1.306330 0.00 0.11 -2.68
H -1.898877 4.077502 -0.092887 -0.22 -2.58 0.23
H -2.862129 2.045854 -1.829908 -1.13 0.29 2.40
H -4.095683 3.191876 -0.955381 1.48 -2.20 0.70
H -4.696484 -2.514355 2.503184 0.04 2.00 -1.73
H -3.883446 -4.093518 0.786956 0.96 1.78 -1.88
H -3.921676 -3.679930 -1.089862 0.84 0.82 1.92
H -2.006266 -2.408833 -2.002519 1.23 -0.59 2.22
H -1.120156 -1.616923 -0.445477 -0.55 -1.93 -1.52
H 0.374262 -3.098075 -2.550004 -0.47 -0.61 2.43
H 0.887878 -2.870429 -0.674403 -1.48 -1.10 -1.91
H 0.094833 -4.512020 -1.206082 -0.26 2.54 -0.71
```
Positions in Å, forces in eV/Å.

---

[4]
Computed, not measured: a 2-piece molecular cluster, C9H14O overall at a distorted geometry, with wB97M-V/def2-TZVPD.

Output
- Kohn-Sham gap (spin up / spin down) (eV) = 2.9 / 7.7
- HOMO (spin up / spin down) (eV) = 0.75 / -4.16
- multiplicity = 2
- total charge = -1
- ΔE to the lowest compared entry with this formula, charge and spin (eV) = 2.061
- LUMO level (spin up / spin down) (eV) = 3.64 / 3.53

The geometry in XYZ format:
```
24
Properties=species:S:1:pos:R:3:forces:R:3
C -2.134976 0.603516 -0.239508 1.06 -1.88 -1.56
C -0.313322 1.219630 1.326367 0.68 -1.40 1.24
C -0.840357 1.313714 -0.014780 -1.42 -1.16 0.95
C 0.920181 1.780612 1.641489 -0.05 -0.71 2.34
C 0.056427 1.645153 -0.992040 0.47 0.92 -1.46
C 1.677574 2.513016 0.716142 -1.34 -0.86 1.87
C 1.228437 2.290597 -0.546701 0.06 1.51 -5.35
H -0.704514 0.355161 2.027947 0.37 1.71 -1.08
H 1.332633 1.575573 2.695259 -0.63 0.40 -1.43
H -2.006419 -0.459255 0.147107 -0.19 0.59 -0.06
H -2.335613 0.422620 -1.349275 -0.11 0.66 1.32
H -0.200507 1.509488 -2.150199 0.68 0.50 2.62
H 2.459921 3.163526 1.024393 0.64 0.31 -0.14
H 1.639664 2.913543 -1.386711 0.39 -0.82 0.69
H -2.968220 0.975017 0.311605 -0.75 0.54 0.08
C -0.272071 -2.789385 -0.331037 -0.17 2.53 -1.11
C 0.764929 -1.687511 -0.735175 -2.11 0.99 0.72
O 0.479956 -3.845460 0.255758 0.81 0.60 -4.71
H -1.086729 -2.297412 0.322201 1.33 -1.19 -0.55
H -0.781456 -2.985557 -1.357328 0.60 -0.74 1.81
H 1.367435 -2.119436 -1.519482 0.42 0.29 -0.25
H 0.187899 -4.027028 1.074984 -1.75 -0.86 4.38
H 1.348011 -1.320913 0.122081 0.03 -0.43 -0.24
H 0.181124 -0.749215 -1.043086 0.99 -1.49 -0.10
```
Positions in Å, forces in eV/Å.